(1)
Here is the molecule C4H7NO3 from the OMol25 dataset. Energies are from ωB97M-V/def2-TZVPD.

Element x y z (Å)
O (-2.50597, -0.32095, -0.77433)
O (1.27539, -0.62653, -0.54760)
O (0.20687, 1.03585, 0.82840)
N (-0.75426, 1.14044, -0.23429)
C (-1.52884, -0.00544, -0.13421)
C (0.67358, -0.30509, 0.75609)
C (2.51255, 0.05378, -0.61961)
C (-0.64570, -1.02603, 0.68844)
H (2.43525, 1.13574, -0.62797)
H (3.05474, -0.31465, -1.50652)
H (-1.02495, 2.08898, -0.18169)
H (1.38149, -0.59126, 1.45260)
H (3.25578, -0.20508, 0.32020)
H (-0.68893, -2.04988, 0.26698)
H (-1.01339, -1.05723, 1.72045)

net charge: 0
F_max: 5.22 eV/Å
molar mass: 117.104 g/mol
structure (SMILES): CO[C@@H]1CC(=O)NO1
E: -11891.390 eV

=====

(2)
Here is a cluster of 2 separate species, C6H11N3O6 in total from the OMol25 dataset. Energies are from ωB97M-V/def2-TZVPD.

Element x y z (Å)
O (0.24846, -0.56352, 2.44140)
O (1.32715, 1.97497, -1.07413)
O (-0.20014, 0.31489, -2.50588)
O (1.98923, -1.07630, 1.26406)
O (2.55099, 0.28094, -0.77204)
O (-2.12428, -0.30354, -1.82685)
N (1.49156, 0.94616, -0.44433)
N (0.94128, -0.42561, 1.44084)
N (-0.93028, -0.35050, -1.83011)
C (-0.43100, -1.51232, -1.03829)
C (-0.64524, 1.47182, 0.56341)
C (0.51302, 0.53418, 0.46564)
C (-1.44804, -2.06110, -0.12502)
C (0.74859, -2.03732, -1.35745)
C (-0.53922, 2.59965, 1.59977)
H (1.24110, -1.48004, -2.18924)
H (2.76058, -0.26169, 0.06473)
H (1.27567, -2.82378, -0.79514)
H (-0.71914, 1.91635, -0.35574)
H (-1.51464, 0.76855, 0.83230)
H (-2.27763, -2.46959, -0.84462)
H (0.25585, 2.35598, 2.44718)
H (-1.87689, -1.36328, 0.51650)
H (-1.55899, 2.86852, 2.01016)
H (-0.88444, -2.91614, 0.38373)
H (-0.19357, 3.61270, 1.12912)

net charge: 0
F_max: 4.33 eV/Å
molar mass: 221.169 g/mol
E: -23144.721 eV

=====

(3)
Here is a cluster of 5 separate species, C31H27BrFO18 in total from the OMol25 dataset. Energies are from ωB97M-V/def2-TZVPD.

Element x y z (Å)
Br (-1.90341, 0.71762, -2.56333)
F (0.79514, 1.49259, -2.50949)
O (-0.86794, -4.71640, -0.68616)
O (-1.00464, -4.22266, 3.38915)
O (-2.37900, 8.00201, -3.34294)
O (0.99898, 4.00373, -1.24355)
O (-1.08835, 7.63291, -1.05528)
O (-3.56399, -0.38305, 4.21405)
O (5.35543, -0.60553, -2.40623)
O (-0.14350, -8.10636, 2.47613)
O (4.50269, 7.18840, 1.54124)
O (0.49559, -9.69553, 0.44624)
O (-4.11560, 3.64482, -3.31191)
O (2.27077, 8.15676, 0.50323)
O (-0.30084, -6.32519, -2.71921)
O (-2.92490, 3.30757, -0.97872)
O (-4.23997, -1.47649, 6.54178)
O (-1.74249, -5.34945, 5.67244)
O (3.23275, 2.99416, -0.12935)
O (3.69650, -1.74982, -1.57113)
C (-3.50750, -2.14415, 5.83561)
C (1.34756, -2.43917, -1.47055)
C (1.80945, 4.80358, -0.57479)
C (-1.82268, 6.62272, -1.53841)
C (-0.57296, -5.85469, -0.38765)
C (-3.42084, 4.65191, -2.81415)
C (-2.25910, -2.25071, 3.69109)
C (-0.53747, -6.33946, 0.98701)
C (-1.93787, 5.44932, -0.91167)
C (4.28354, -0.60718, -1.98516)
C (3.69835, 6.34920, 0.88935)
C (-2.21064, -4.13857, 5.38718)
C (3.97046, 5.04828, 0.75035)
C (2.51875, -2.02824, -2.35596)
C (-1.76299, -3.56190, 4.07545)
C (-3.02696, -3.46818, 6.20821)
C (2.45581, 6.96435, 0.31738)
C (3.04799, 4.18296, 0.02174)
C (-2.51483, 6.89730, -2.83802)
C (-3.07941, -1.57985, 4.51158)
C (-0.20627, 1.08429, -1.53075)
C (0.11799, -8.08312, -1.23240)
C (-2.75673, 4.38650, -1.49502)
C (-3.30656, 5.83636, -3.43531)
C (0.36888, -0.22262, -0.99717)
C (0.12610, -1.55362, -1.74769)
C (0.17259, -8.55989, 0.14197)
C (-0.23204, -6.81531, -1.48916)
C (-0.19138, -7.60533, 1.23886)
C (3.48595, 0.65578, -1.84118)
C (1.54622, 6.11377, -0.42531)
H (4.06678, 8.06204, 1.49232)
H (-3.35448, -3.87173, 7.15580)
H (-3.78265, 6.04071, -4.38379)
H (1.11994, -3.48949, -1.59300)
H (0.36759, -8.78462, -2.01572)
H (2.72028, 0.73722, -2.59997)
H (-1.94213, -1.85364, 2.73610)
H (-0.03291, -1.43811, -2.81199)
H (-4.00977, 2.90321, -2.67646)
H (2.75869, -2.86223, -3.00530)
H (-0.03345, -0.34027, 0.00333)
H (4.14597, 1.49547, -1.84306)
H (0.66210, 6.57380, -0.84363)
H (-0.57121, -5.38870, -2.62418)
H (0.13687, -9.03658, 2.37530)
H (-1.17654, -5.60620, 4.91694)
H (4.86270, 4.59598, 1.15995)
H (3.01025, 0.62052, -0.87291)
H (-0.79777, -5.63830, 1.76805)
H (1.42743, -0.08702, -0.90168)
H (-4.12398, -0.11945, 4.97000)
H (1.36759, 3.09464, -1.22073)
H (2.24828, -1.19682, -2.99584)
H (-0.74553, -2.03357, -1.32742)
H (-1.18101, 8.35760, -1.70305)
H (1.62503, -2.27926, -0.43854)
H (-1.44465, 5.24036, 0.02704)

net charge: -1
F_max: 5.27 eV/Å
molar mass: 786.441 g/mol
E: -142197.408 eV

=====

(4)
Here is a cluster of 3 separate species, C4H16N2O2 in total from the OMol25 dataset. Energies are from ωB97M-V/def2-TZVPD.

Element x y z (Å)
O (-0.89196, 1.14803, -2.62967)
O (-0.17394, 2.23512, -0.24615)
N (1.62760, 0.59299, 0.80398)
N (-1.06180, -0.31536, 1.19311)
C (-0.13712, -1.05153, 0.29669)
C (1.35273, -0.80717, 0.59151)
C (-2.44870, -0.77093, 1.19488)
C (2.20315, -1.56665, -0.48121)
H (-0.73989, 2.07317, -1.00978)
H (-0.45515, 1.69358, 0.49038)
H (1.85447, -1.20936, -1.46717)
H (1.59782, -1.33535, 1.53366)
H (-2.70140, -1.62138, 1.84586)
H (-0.67067, -0.14582, 2.11514)
H (0.95531, 1.02978, 1.44436)
H (-3.16843, 0.03704, 1.35627)
H (2.02750, -2.63808, -0.26947)
H (-1.31855, 1.01163, -3.48948)
H (-0.37230, -2.13582, 0.32542)
H (-2.80878, -1.21580, 0.25813)
H (3.26168, -1.29038, -0.48346)
H (-0.06439, 1.50151, -2.99317)
H (-0.61031, -0.63598, -0.64725)
H (1.55144, 1.17654, -0.03624)

net charge: +1
F_max: 2.55 eV/Å
molar mass: 124.184 g/mol
spin multiplicity: 2
E: -11473.218 eV

=====

(5)
Here is a structure of composition C35H47BN9PbS3 from the OMol25 dataset. Energies are from ωB97M-V/def2-TZVPD.

Element x y z (Å)
Pb (-0.24312, 1.04777, 1.44679)
S (0.94930, -1.15462, 6.56644)
S (-0.18412, 1.82510, 7.17181)
S (0.95556, 1.70407, 5.41848)
N (-2.36676, -0.33389, 1.54596)
N (4.47638, -3.06379, -7.34553)
N (-1.51079, 0.31940, -1.41838)
N (3.05786, 0.88532, -2.07237)
N (-1.21564, 1.44690, -0.70576)
N (-0.36294, -1.70418, -0.40105)
N (1.76865, 1.70459, -0.46516)
N (0.41777, -1.08977, 0.54268)
N (-2.64643, -1.03664, 0.41593)
C (-3.09825, -1.09931, 4.91021)
C (-0.46355, 4.16103, 0.23154)
C (-2.18105, 4.81842, -1.58064)
C (3.00056, 2.34034, -0.37887)
C (1.81056, 0.88102, -1.50246)
C (3.93418, -0.10248, -5.52773)
C (2.45769, -2.88130, 2.71225)
C (-0.44518, -3.70721, -1.86486)
C (0.61058, 0.41649, 6.51635)
C (2.14615, -0.49659, 2.65332)
C (3.42306, 0.09676, -3.15481)
C (1.41077, -2.92810, -0.19989)
C (3.61119, 0.69807, -4.41819)
C (-3.24050, -0.74649, 2.45988)
C (-4.42462, 0.74044, 4.03456)
C (-1.92692, 0.77597, 4.10427)
C (-0.94290, 3.96138, -1.19696)
C (1.48449, -1.89641, 0.67053)
C (3.97975, -1.97530, -4.05401)
C (-3.17722, -0.09825, 3.79408)
C (3.76011, 1.91265, -1.42269)
C (4.06956, -1.45648, -5.32146)
C (3.68017, -1.22358, -2.94618)
C (2.48092, -1.70470, 1.73622)
C (-1.78080, 0.66631, -2.67023)
C (-4.22957, -2.71776, -0.49373)
C (-2.06431, -0.19122, -3.83083)
C (0.16546, 4.44206, -2.09919)
C (-1.23804, 2.48120, -1.53090)
C (0.21375, -2.83424, -0.87828)
C (4.29286, -2.34926, -6.44436)
C (3.92287, -1.50687, 1.28367)
C (-3.72200, -1.83437, 0.61601)
C (-1.60568, 2.03244, -2.80533)
C (-4.05226, -1.74909, 1.97413)
B (-1.72879, -1.10590, -0.77693)
H (-3.89660, -3.80161, -0.45306)
H (-1.12006, 3.60110, 0.95396)
H (4.75146, 2.25317, -1.74492)
H (-2.46517, 4.70780, -2.64119)
H (-2.77496, -1.02669, -3.61563)
H (-4.03897, -2.50811, -1.56153)
H (-5.31544, 0.16879, 4.09053)
H (1.03049, 0.25230, -1.84992)
H (-1.16476, -0.60998, -4.27690)
H (2.19469, -3.71634, -0.20465)
H (-2.06952, 5.79688, -1.24462)
H (-5.28578, -2.66226, -0.44680)
H (-2.48917, 0.42003, -4.62770)
H (-1.89010, 2.52139, -3.74541)
H (-1.90004, 1.17796, 5.10917)
H (-4.49483, 1.62816, 3.40766)
H (4.19571, -3.01579, -3.78530)
H (2.76176, -0.46049, 3.54088)
H (-3.01094, 4.45767, -0.94766)
H (-1.01845, 0.19643, 3.95908)
H (-4.83695, -2.36355, 2.46748)
H (-2.13601, -1.71452, 4.79673)
H (2.75911, -3.82237, 2.26686)
H (4.05453, -0.47338, 0.91426)
H (0.38830, 5.54010, -2.10088)
H (0.53762, 3.68607, 0.35798)
H (1.07605, 3.89505, -2.09617)
H (-1.93508, 1.63066, 3.39793)
H (-1.49422, -3.83881, -1.71717)
H (1.46429, -3.06871, 3.06005)
H (3.17498, -2.73623, 3.53649)
H (1.08068, -0.64913, 3.09778)
H (-2.14679, -1.74109, -1.68151)
H (-3.16874, -0.68153, 5.93920)
H (-4.19992, 1.16550, 4.96602)
H (4.10053, -2.26899, 0.54795)
H (3.38842, 1.78424, -4.47290)
H (2.16280, 0.44368, 2.10980)
H (-3.87342, -1.83223, 4.81272)
H (3.82929, 0.28527, -6.52584)
H (-0.53647, 5.22422, 0.42387)
H (3.21382, 2.96193, 0.46177)
H (4.73769, -1.62517, 1.98673)
H (-0.00306, -4.71590, -1.83809)
H (-0.16303, 4.21428, -3.13498)
H (3.57380, -1.66517, -1.94690)
H (-0.27632, -3.38454, -2.84353)

net charge: +1
F_max: 3.44 eV/Å
molar mass: 908.037 g/mol
E: -88894.030 eV

=====

(6)
Here is a structure of composition C6H11N4O from the OMol25 dataset. Energies are from ωB97M-V/def2-TZVPD.

Element x y z (Å)
O (-0.38053, -0.70054, 2.08737)
N (0.91585, -1.00621, -2.03986)
N (0.92534, 0.23768, -0.16323)
N (-1.09071, 0.05089, -1.35146)
N (1.39748, 2.03976, 1.18011)
C (0.10725, -0.54691, -1.03078)
C (-1.53007, 1.09883, -0.86504)
C (-0.84425, 1.74989, 0.30378)
C (0.56526, 1.29421, 0.49983)
C (-1.03911, -1.35933, 1.29795)
C (-0.52997, -2.01325, 0.12484)
H (0.38834, -2.57528, 0.14247)
H (1.94729, -0.06724, -0.11421)
H (-1.52280, 1.71283, 1.32800)
H (1.61925, -1.55930, -1.73397)
H (-0.93405, 2.88496, 0.15636)
H (2.39219, 1.75459, 1.30748)
H (-2.13588, -1.44084, 1.32067)
H (1.14859, 2.91443, 1.65013)
H (-2.51899, 1.55694, -1.19660)
H (0.43096, -1.27513, -2.86330)
H (-1.35191, -2.36053, -0.49144)

net charge: +1
F_max: 4.11 eV/Å
molar mass: 155.181 g/mol
spin multiplicity: 3
E: -14396.807 eV